Entry 1
C4H6N3 | the ωB97M-V functional and the def2-TZVPD basis

Computed properties:
orbital gap: 8.459 eV
HOMO: -14.5 eV
total charge: +1

Each line ends with the Löwdin charge.
Positions of all 13 atoms, in Å:
C  -2.2916  0.4145  0.0277  -0.261
C  -0.3591  -1.0628  0.0525  -0.045
C  0.4613  -2.0819  -0.1088  0.150
C  1.1337  0.9246  -0.0650  0.211
N  -2.2548  -0.8266  0.1446  0.206
N  -1.1402  1.1311  -0.0263  0.075
N  -0.0343  0.3307  -0.1012  -0.091
H  -3.2640  1.0911  -0.0655  0.198
H  1.4539  -1.9728  -0.3237  0.058
H  0.0833  -3.0473  0.0656  0.087
H  1.2696  1.9354  0.1280  0.096
H  2.1280  0.4261  -0.3107  0.154
H  -0.9206  1.9200  -0.6013  0.163

---

Entry 2
C4H6N3 | the ωB97M-V functional and the def2-TZVPD basis

Computed properties:
orbital gap (spin up / spin down): 6.361 / 9.521 eV
HOMO (spin up / spin down): -12.4 / -13.6 eV
total charge: +1

Each line ends with the Löwdin charge.
Positions of all 13 atoms, in Å:
C  2.7816  0.4916  0.4114  0.127
C  3.2913  -0.3530  -0.4998  0.152
C  1.8408  -0.4685  -0.1508  -0.396
C  -1.7519  0.1859  0.2180  -0.086
N  0.8358  -1.1212  -0.2793  0.178
N  -1.9304  -0.8156  -0.5894  0.180
N  -2.5349  1.0976  0.6892  0.146
H  2.7715  0.9962  1.2306  0.050
H  4.1143  -0.6124  -1.1245  0.111
H  -1.0014  -1.2712  -0.7730  0.076
H  -2.7351  -1.1696  -0.9909  0.110
H  -2.1049  2.0333  1.0144  0.181
H  -3.5768  1.0069  0.8442  0.172

---

entry 1 is favored, and the nearest alternative lies 0.0502 hartree above it.

---

Entry 1
CN2O2 | the ωB97M-V functional and the def2-TZVPD basis

Computed properties:
SMILES string: O=C=NN=O
orbital gap: 9.850 eV
HOMO: -10.8 eV

Each line ends with the Löwdin charge.
Positions of all 5 atoms, in Å:
O  -1.9614  -0.2798  0.0150  0.249
C  -0.8572  0.0439  -0.0332  -0.260
N  0.1190  0.7957  0.0125  0.083
N  1.3712  0.3260  0.0017  -0.050
O  1.3285  -0.8859  0.0040  -0.023

---

Entry 2
CN2O2 | the ωB97M-V functional and the def2-TZVPD basis

Computed properties:
orbital gap (spin up / spin down): 9.267 / 7.825 eV
HOMO (spin up / spin down): -12.1 / -11.3 eV

Each line ends with the Löwdin charge.
Positions of all 5 atoms, in Å:
C  1.1514  0.7237  0.1727  -0.133
N  2.1602  1.2435  0.2663  -0.019
N  -0.8856  -0.5241  -0.1183  -0.240
O  -0.6970  -1.6390  0.1539  0.198
O  -1.7289  0.1959  -0.4746  0.195

---

entry 1 is favored, and the nearest alternative lies 0.1314 hartree above it.

---

Entry 1
C27H30N2O3 | the ωB97M-V functional and the def2-TZVPD basis

Computed properties:
SMILES string: COc1ccc(OCc2cccc(C(=O)Nc3ccc(CN4CCCCC4)cc3)c2)cc1
orbital gap: 8.584 eV
HOMO: -7.9 eV

Each line ends with the Löwdin charge.
Positions of all 62 atoms, in Å:
C  1.9805  -2.1024  -8.7909  -0.097
O  1.7026  -3.3132  -8.1333  -0.091
C  0.9758  -3.2706  -6.9769  -0.283
C  0.7214  -4.5026  -6.3702  0.000
C  -0.0025  -4.5711  -5.2036  0.001
C  -0.4955  -3.4107  -4.6039  -0.276
O  -1.2068  -3.5969  -3.4481  -0.054
C  -1.7774  -2.4723  -2.8231  -0.152
C  -0.7713  -1.5196  -2.2218  -0.203
C  0.4809  -1.9707  -1.8265  -0.013
C  1.4016  -1.0914  -1.2827  -0.047
C  1.0745  0.2392  -1.1008  -0.032
C  -0.1873  0.6949  -1.4712  -0.161
C  -0.5512  2.1358  -1.3591  -0.436
O  -1.0386  2.7566  -2.2829  0.083
N  -0.2604  2.7636  -0.1832  0.140
C  0.1149  2.2278  1.0538  -0.252
C  -0.3479  0.9926  1.4982  -0.013
C  0.0490  0.5084  2.7300  -0.038
C  0.8882  1.2426  3.5602  -0.216
C  1.2838  0.7205  4.9233  -0.148
N  0.4294  1.0596  6.0437  -0.172
C  0.4081  2.4404  6.4737  -0.187
C  -0.6411  3.3133  5.7726  -0.180
C  -2.0192  2.6773  5.9266  -0.203
C  -1.9813  1.2560  5.3737  -0.179
C  -0.8844  0.4561  6.0886  -0.187
C  1.3331  2.4818  3.1143  -0.051
C  0.9505  2.9735  1.8816  -0.014
C  -1.0951  -0.1815  -2.0513  0.023
C  -0.2407  -2.1864  -5.2010  -0.006
C  0.4889  -2.1178  -6.3800  -0.013
H  1.0625  -1.5910  -9.0991  0.095
H  2.5553  -2.3723  -9.6755  0.092
H  2.5765  -1.4304  -8.1642  0.095
H  1.1041  -5.3951  -6.8388  0.118
H  -0.2043  -5.5197  -4.7319  0.119
H  -2.3979  -2.8937  -2.0227  0.141
H  -2.4378  -1.9342  -3.5175  0.135
H  0.7348  -3.0113  -1.9622  0.123
H  2.3804  -1.4475  -0.9985  0.108
H  1.7972  0.9247  -0.6839  0.123
H  -0.3531  3.7719  -0.2213  0.159
H  -1.0203  0.4147  0.8838  0.118
H  -0.3084  -0.4586  3.0536  0.119
H  2.2844  1.0915  5.1688  0.122
H  1.3308  -0.3727  4.8841  0.122
H  1.4062  2.8627  6.3397  0.115
H  0.1871  2.4344  7.5492  0.121
H  -0.4024  3.4045  4.7117  0.092
H  -0.6298  4.3122  6.2128  0.109
H  -2.7716  3.2692  5.4010  0.108
H  -2.2905  2.6490  6.9853  0.110
H  -1.7803  1.2904  4.3016  0.092
H  -2.9428  0.7616  5.5250  0.109
H  -0.8187  -0.5529  5.6761  0.115
H  -1.1573  0.3692  7.1485  0.121
H  1.9932  3.0688  3.7369  0.116
H  1.3050  3.9388  1.5488  0.114
H  -2.0588  0.1944  -2.3644  0.132
H  -0.5918  -1.2654  -4.7634  0.111
H  0.6662  -1.1462  -6.8132  0.105

---

Entry 2
C27H30N2O3 | the ωB97M-V functional and the def2-TZVPD basis

Computed properties:
SMILES string: COc1ccc(OCc2cccc(C(=O)Nc3ccc(CN4CCCCC4)cc3)c2)cc1
orbital gap: 8.751 eV
HOMO: -8.1 eV

Each line ends with the Löwdin charge.
Positions of all 62 atoms, in Å:
C  3.6776  0.9787  -0.1070  -0.089
O  2.9436  2.0471  0.4410  -0.100
C  2.0544  2.7028  -0.3614  -0.304
C  1.3250  3.7260  0.2413  -0.001
C  0.3747  4.4386  -0.4641  -0.017
C  0.1292  4.1364  -1.8006  -0.296
O  -0.8143  4.7366  -2.5895  -0.045
C  -1.7508  5.6061  -1.9988  -0.147
C  -2.6218  4.9740  -0.9369  -0.198
C  -3.4420  5.7739  -0.1485  -0.035
C  -4.2315  5.2093  0.8375  -0.063
C  -4.1754  3.8481  1.0835  -0.013
C  -3.3353  3.0460  0.3233  -0.122
C  -3.2047  1.5892  0.6383  -0.418
O  -4.1487  0.8770  0.9041  0.086
N  -1.8980  1.1915  0.6163  0.144
C  -1.3517  -0.0701  0.8690  -0.210
C  -2.1219  -1.2216  0.9816  -0.001
C  -1.5047  -2.4390  1.2090  -0.028
C  -0.1267  -2.5358  1.3356  -0.228
C  0.5531  -3.8543  1.5915  -0.159
N  1.7221  -3.9980  0.7396  -0.179
C  2.6414  -5.0405  1.1500  -0.199
C  2.1481  -6.4597  0.8425  -0.186
C  1.8525  -6.5829  -0.6502  -0.209
C  0.8653  -5.4973  -1.0722  -0.181
C  1.4042  -4.1181  -0.6717  -0.188
C  0.6355  -1.3776  1.2287  -0.031
C  0.0346  -0.1595  0.9940  -0.003
C  -2.5956  3.6075  -0.7116  0.017
C  0.8728  3.1281  -2.4078  0.005
C  1.8243  2.4164  -1.7032  -0.013
H  3.0195  0.1806  -0.4658  0.088
H  4.2928  0.5988  0.7069  0.096
H  4.3257  1.3135  -0.9233  0.096
H  1.5153  3.9496  1.2794  0.123
H  -0.1738  5.2174  0.0418  0.118
H  -2.3739  5.9391  -2.8365  0.141
H  -1.2495  6.4922  -1.5807  0.135
H  -3.4643  6.8413  -0.3161  0.116
H  -4.8808  5.8371  1.4290  0.105
H  -4.7656  3.3983  1.8670  0.120
H  -1.2083  1.9169  0.4663  0.129
H  -3.1933  -1.1582  0.8924  0.100
H  -2.1135  -3.3285  1.2890  0.112
H  -0.1789  -4.6699  1.4764  0.114
H  0.9046  -3.8720  2.6294  0.131
H  2.8381  -4.9292  2.2195  0.115
H  3.5814  -4.8685  0.6135  0.120
H  1.2420  -6.6657  1.4165  0.107
H  2.9076  -7.1837  1.1425  0.107
H  1.4490  -7.5722  -0.8779  0.106
H  2.7828  -6.4619  -1.2117  0.110
H  -0.0987  -5.6695  -0.5891  0.106
H  0.7060  -5.5246  -2.1515  0.109
H  0.6810  -3.3397  -0.9262  0.118
H  2.3278  -3.9218  -1.2278  0.122
H  1.7079  -1.4497  1.3253  0.111
H  0.6324  0.7373  0.9154  0.097
H  -2.0045  2.9694  -1.3516  0.129
H  0.6833  2.9059  -3.4461  0.122
H  2.3727  1.6386  -2.2095  0.107

---

entry 2 is favored, and the nearest alternative lies 0.0118 hartree above it.

---

Entry 1
C2H5NOS | the ωB97M-V functional and the def2-TZVPD basis

Computed properties:
orbital gap: 10.030 eV
HOMO: -9.4 eV

Each line ends with the Löwdin charge.
Positions of all 10 atoms, in Å:
C  0.2964  0.0450  1.6744  -0.437
C  0.0508  -0.3403  -1.6151  -0.389
H  0.2308  -1.0562  1.1440  0.055
H  1.3862  0.2443  2.3287  0.116
H  -0.7749  -0.1077  2.1542  0.059
H  -1.7420  0.8094  -1.0811  0.181
H  1.1240  -0.6441  -1.1434  0.135
N  -0.7247  0.4995  -0.7877  -0.393
O  -0.2795  -0.5952  -2.8792  -0.099
S  0.4329  1.1452  0.2052  0.772

---

Entry 2
C2H5NOS | the ωB97M-V functional and the def2-TZVPD basis

Computed properties:
SMILES string: NCC(O)=S
orbital gap (spin up / spin down): 9.089 / 9.089 eV
HOMO (spin up / spin down): -8.9 / -8.9 eV

Each line ends with the Löwdin charge.
Positions of all 10 atoms, in Å:
N  0.5870  0.3142  0.2003  -0.029
C  -0.5478  -0.5195  -0.3266  -0.280
C  -1.8095  0.2833  -0.1131  -0.873
O  -1.6722  1.6539  -0.0787  -0.043
S  -3.2754  -0.4074  0.1074  0.711
H  0.1747  0.6530  1.0781  0.067
H  1.4767  -0.2640  0.3578  0.117
H  -0.4008  -0.8356  -1.4183  0.145
H  -0.7991  -1.4252  0.2156  0.081
H  -0.7124  1.8424  0.1472  0.104

---

entry 2 is favored, and the nearest alternative lies 0.0770 hartree above it.